Record 1
The following is a quantum chemistry calculation of C28H50CsN6O7 as an isolated structure, from OMol25.

Last column: Löwdin charge in e.
Geometry (Å):
Cs -0.83985 1.32826 -2.23404  1.748
C 3.90790 2.88596 2.79282  -0.043
C 3.44877 1.78939 1.82526  -0.363
C 4.29041 1.79049 0.55416  -0.094
C 4.32235 0.47936 -0.25927  -0.496
C 5.18437 -0.56994 0.45600  -0.025
C 4.89593 0.81226 -1.63709  -0.021
N 2.92892 -0.07001 -0.44524  0.060
C 2.89605 -1.30714 -1.30167  -0.100
C 2.37110 -2.54657 -0.58274  -0.167
N 0.91879 -2.67272 -0.54614  -0.119
C 0.29362 -2.84060 -1.86822  -0.091
C -0.22334 -1.49904 -2.41812  -0.761
O -1.36663 -1.13464 -2.01953  -0.297
O 0.54650 -0.86592 -3.18287  -0.190
C 0.46119 -3.66328 0.44905  -0.363
C 1.08379 -5.05438 0.26840  -0.054
C 0.63936 -3.17787 1.88651  -0.122
C -0.10669 -1.90011 2.29149  -0.557
C 0.06752 -1.74333 3.79973  -0.047
C -1.59429 -2.02750 1.94670  -0.020
N 0.52734 -0.74571 1.60928  0.026
C 0.00210 0.59196 1.94738  -0.173
C 1.10852 1.45153 2.53080  -0.172
N 2.03844 1.82915 1.46767  -0.136
C 1.60469 2.97798 0.68811  -0.081
C 1.47246 2.83356 -0.83535  -0.677
O 1.14818 3.85353 -1.43926  0.010
O 1.64296 1.67139 -1.38827  -0.217
H 4.91136 2.66269 3.17395  0.078
H 3.22539 2.95772 3.64498  0.076
H 3.94583 3.86361 2.30036  0.076
H 3.59355 0.82977 2.33416  0.135
H 5.32544 2.02828 0.81458  0.122
H 3.94636 2.60012 -0.09933  0.125
H 6.08553 -0.10388 0.86492  0.086
H 5.50126 -1.36676 -0.22521  0.081
H 4.63744 -1.03476 1.28744  0.086
H 5.82514 1.37756 -1.50896  0.093
H 4.18804 1.42880 -2.20054  0.099
H 5.12643 -0.08434 -2.22254  0.080
H 2.24301 0.79816 -0.85681  0.000
H 2.49130 -0.25235 0.46646  0.117
H 3.90863 -1.53319 -1.62453  0.095
H 2.30417 -1.09060 -2.18997  0.105
H 2.73050 -2.53043 0.45032  0.108
H 2.83860 -3.41531 -1.06779  0.119
H -0.56215 -3.50714 -1.77650  0.120
H 1.00159 -3.27868 -2.58404  0.121
H -0.60929 -3.76513 0.27897  0.127
H 2.13400 -5.06706 0.58186  0.074
H 1.03424 -5.37427 -0.77986  0.078
H 0.54593 -5.79115 0.87345  0.077
H 1.70524 -3.03843 2.11815  0.114
H 0.28516 -3.99057 2.53153  0.121
H -0.25819 -2.65607 4.30909  0.081
H -0.52786 -0.91273 4.19419  0.081
H 1.12342 -1.56427 4.04340  0.083
H -2.01614 -2.94883 2.37467  0.091
H -1.74363 -2.03830 0.85923  0.087
H -2.15907 -1.17603 2.33177  0.065
H 0.42861 -0.91936 0.61491  0.088
H -0.84783 0.55804 2.62666  0.098
H -0.36823 1.07864 1.04210  0.107
H 1.64451 0.84373 3.26168  0.111
H 0.70121 2.32817 3.06025  0.123
H 2.23074 3.85434 0.85308  0.121
H 0.60628 3.27259 1.01788  0.137
C -4.58066 -0.71318 -3.17683  -0.061
C -5.23306 0.67047 -3.27848  -0.178
C -5.12518 1.50367 -1.99171  -0.307
C -5.93906 2.81011 -2.16831  -0.170
C -5.86790 3.80371 -1.00093  -0.075
C -5.75222 0.72336 -0.85155  -0.433
O -6.88295 0.26534 -0.92528  0.061
N -4.98978 0.58052 0.26935  0.205
C -3.69904 1.12936 0.48533  -0.521
O -3.25128 0.99968 1.62351  0.013
N -3.06137 1.74263 -0.54530  0.057
C -3.65122 1.89032 -1.74512  -0.587
O -3.03394 2.39171 -2.69576  -0.278
H -4.59902 -1.21964 -4.14634  0.073
H -5.11672 -1.34771 -2.46189  0.078
H -3.53149 -0.65508 -2.85743  0.055
H -6.29116 0.57550 -3.52813  0.114
H -4.74955 1.25294 -4.05995  0.111
H -6.97437 2.51419 -2.34153  0.113
H -5.56595 3.28302 -3.07875  0.117
H -6.22854 3.35406 -0.06851  0.077
H -6.48815 4.68151 -1.20501  0.067
H -4.84328 4.14908 -0.83122  0.079
H -5.39108 0.09582 1.05032  0.147

Calculated values
M, Da: 715.648
Net charge: -1
E, Ha: -1972.48491
Gap between HOMO and LUMO, eV: 7.5

Record 2
The following is a quantum chemistry calculation of C28H51N5O8PPr as an isolated structure, from OMol25.

Last column: Mulliken spin population.
Geometry (Å):
Pr 0.63182 -1.61676 3.36744  2.004
O 2.66856 -5.35947 1.94629  0.001
C 1.91600 -4.41115 2.18868  0.000
O 1.97330 -3.59474 3.14794  -0.004
C 0.74244 -4.17981 1.17927  0.003
N 0.45114 -2.76241 0.92088  -0.006
C 1.45070 -2.16627 0.02253  0.001
C 2.84992 -2.08396 0.62530  0.000
N 2.84534 -1.14087 1.74418  -0.005
C 2.91792 0.25371 1.27404  0.001
C 1.80390 1.13667 1.86851  0.002
N -0.47276 0.44552 2.28770  -0.002
C -1.71450 0.33140 1.52881  0.001
C -2.67087 -0.68631 2.13492  0.007
N -2.03227 -1.97695 2.38850  -0.008
C -2.03539 -2.85797 1.21937  0.004
C -0.85722 -2.62957 0.27579  -0.003
C -2.68113 -2.66689 3.50997  0.002
C -1.77627 -3.85288 3.97378  0.000
O -2.28628 -4.97409 4.05050  0.000
O -0.58274 -3.51102 4.21237  0.000
C -0.70761 1.39514 3.40490  0.000
C -1.27605 0.64445 4.64173  0.003
O -2.22086 1.15775 5.24698  0.001
O -0.69862 -0.45657 4.91527  -0.002
C 3.91500 -1.41019 2.71149  0.002
C 3.66349 -0.66581 4.05896  0.000
O 4.61686 -0.09399 4.58447  -0.001
O 2.47065 -0.74674 4.50123  -0.004
H -0.12151 -4.64327 1.65963  -0.001
H 0.96127 -4.72152 0.24874  0.001
H 1.11983 -1.13941 -0.17166  0.004
H 1.49804 -2.73596 -0.92328  0.000
H 3.55497 -1.77388 -0.16359  0.000
H 3.17763 -3.06055 0.97246  0.000
H 2.80177 0.28707 0.18669  0.000
H 3.89756 0.68132 1.52991  0.000
H 2.13538 2.18919 1.69712  -0.001
H 1.83327 0.97590 2.95769  -0.003
H -1.42456 0.08179 0.51065  -0.001
H -2.23408 1.30057 1.48899  -0.002
H -3.55512 -0.79827 1.48376  0.000
H -3.01514 -0.29194 3.09191  0.000
H -2.96536 -2.73584 0.63778  0.000
H -2.01945 -3.88760 1.57922  0.000
H -0.91283 -1.62185 -0.13146  0.002
H -0.94801 -3.33799 -0.56619  0.000
H -3.68428 -3.02505 3.23835  0.000
H -2.74881 -1.98403 4.35880  0.001
H -1.38287 2.20939 3.11622  0.000
H 0.23606 1.84169 3.72229  0.000
H 4.90161 -1.13509 2.31605  0.000
H 3.91030 -2.47205 2.95930  0.001
C -3.05012 2.13076 -1.85460  0.000
C -2.15269 1.40593 -2.86605  0.000
C -2.42654 1.98084 -4.25764  0.000
C -2.62550 -0.05838 -2.83632  0.000
P -0.32662 1.36734 -2.20587  0.000
N 0.52329 0.89183 1.28586  0.006
C 0.06626 3.19173 -1.72173  0.000
C 1.58433 3.36299 -1.59627  0.000
C -0.48490 4.29106 -2.63234  0.000
C -0.46090 3.37247 -0.27736  -0.001
C 0.75336 0.98568 -3.76554  0.000
C 2.15568 0.62154 -3.24515  0.000
C 0.89455 2.07131 -4.83589  0.000
C 0.24175 -0.30386 -4.42114  0.000
H -4.09626 1.87902 -2.05972  0.000
H -2.96134 3.21341 -1.91129  0.000
H -2.81903 1.81187 -0.83951  0.000
H -3.50727 1.96791 -4.44284  0.000
H -1.95865 1.38749 -5.04195  0.000
H -2.08612 3.01161 -4.35058  0.000
H -3.67418 -0.11351 -3.14864  0.000
H -2.55435 -0.45589 -1.82345  0.000
H -2.04675 -0.70051 -3.49488  0.000
H 2.09719 3.35281 -2.55785  0.000
H 1.98598 2.58665 -0.94279  0.000
H 1.79652 4.32947 -1.12923  0.000
H -0.09096 4.22828 -3.64835  0.000
H -0.19375 5.26343 -2.21951  0.000
H -1.57122 4.27429 -2.67957  0.000
H -0.16241 2.49788 0.37366  0.000
H -1.54107 3.51224 -0.24311  0.000
H 0.00188 4.26703 0.15499  0.000
H 2.82631 0.45746 -4.09565  0.000
H 2.11394 -0.29708 -2.66024  0.000
H 2.59303 1.38964 -2.61721  0.000
H 1.49017 2.90933 -4.47525  0.000
H -0.06819 2.45023 -5.17250  0.000
H 1.41192 1.65178 -5.70721  0.000
H 0.04386 -1.06298 -3.66198  0.000
H 1.01556 -0.69628 -5.08924  0.000
H -0.65691 -0.14967 -5.01734  0.000

Calculated values
M, Da: 757.625
Net charge: -2
E, Ha: -2831.82506
Multiplicity: 3
Gap between HOMO and LUMO (spin up / spin down), eV: 4.7 / 4.7

Record 3
The following is a quantum chemistry calculation of a 3-piece molecular cluster, C28H52BBr2FNO8P overall, from OMol25.

Last column: Löwdin charge in e.
Geometry (Å):
C -0.33874 -3.89792 -0.98767  -0.184
C -1.13609 -2.46768 -0.90707  -0.418
P -0.30600 -1.03034 -1.84377  1.005
C -0.82344 -0.91612 -3.67285  -0.389
C -2.07704 0.08999 -3.99100  -0.180
C -0.40380 0.63417 -0.91930  -0.447
C 0.58444 0.56685 0.38499  -0.111
C 1.79734 -0.53518 0.29208  -0.301
C 2.70958 -0.31085 1.67700  -0.074
F 2.73816 -0.34363 -0.83410  -0.124
O -0.27321 1.83480 -1.75279  -0.161
C 1.04382 1.97772 -2.37444  -0.238
C 0.77292 2.78527 -3.81586  -0.131
O 2.03352 2.96919 -4.55170  -0.205
C 1.85466 2.63979 -5.99892  -0.182
C 3.36581 2.35257 -6.58440  -0.555
Br 4.84278 3.73917 -6.43169  0.566
C 3.73806 1.08025 -7.26627  -0.626
C 2.70204 -0.16634 -7.51786  -0.152
Br 5.62467 0.81220 -7.99516  0.539
C 2.02847 2.99344 -1.51011  -0.076
C 1.37939 4.18137 -0.60724  0.008
C 2.55441 5.00373 0.15939  -0.061
C 4.08898 4.58857 -0.05102  -0.137
N 4.73128 3.54622 -0.89924  0.010
C 3.62038 2.82030 -1.57392  -0.061
B -1.96272 0.71878 -0.29936  -0.406
O -2.29956 1.52665 0.92625  0.030
O -3.13399 0.05115 -0.94298  -0.110
C -4.04822 1.13696 -1.42816  -0.092
H 0.76417 -3.72849 -1.37234  0.073
H -0.24293 -4.32273 0.11813  0.074
H -0.95392 -4.66415 -1.64002  0.079
H -1.19743 -2.18412 0.25105  0.098
H -2.27293 -2.62539 -1.23255  0.096
H -1.13410 -2.01387 -4.01023  0.098
H 0.11434 -0.64436 -4.35692  0.074
H -2.21890 0.08599 -5.17108  0.083
H -1.91184 1.20822 -3.68821  0.056
H -3.03908 -0.40115 -3.52560  0.082
H -0.07270 0.23706 1.32609  0.139
H 1.04043 1.62245 0.70426  0.139
H 1.42553 -1.66668 0.37582  0.134
H 2.21590 0.50216 2.35922  0.076
H 2.95249 -1.32559 2.22511  0.083
H 3.76754 0.13406 1.35332  0.096
H 1.57580 0.98373 -2.68286  0.149
H -0.04970 2.17946 -4.40007  0.115
H 0.28053 3.81938 -3.47882  0.150
H 1.38749 3.54728 -6.61303  0.148
H 1.14621 1.72357 -6.17059  0.118
H 3.20943 -1.06176 -8.08293  0.078
H 2.32140 -0.51358 -6.44858  0.090
H 1.80273 0.24956 -8.17513  0.097
H 0.22655 4.37253 -0.55332  0.102
H 2.27427 5.90317 0.86979  0.088
H 4.87618 5.22684 0.58462  0.104
H 3.99811 1.94381 -2.29492  0.128
H -1.80091 2.39107 0.83190  0.108
H -5.00808 0.72291 -1.96103  0.111
H -4.40962 1.85052 -0.57430  0.103
H -3.46542 1.79980 -2.23219  0.101
C -1.77603 5.53970 5.46805  -0.110
O -2.63124 4.94638 4.49624  -0.193
C -1.92000 4.08461 3.60234  -0.194
C -2.10471 2.61206 3.98332  -0.194
O -1.48972 2.31846 5.24090  -0.194
C -2.43438 2.26544 6.30483  -0.111
H -2.39959 5.97056 6.25589  0.090
H -1.10222 4.80736 5.92153  0.084
H -1.19175 6.33994 5.00486  0.086
H -0.85736 4.35215 3.56401  0.125
H -2.34203 4.24336 2.60435  0.116
H -1.60719 1.98950 3.23201  0.102
H -3.16723 2.33774 3.99581  0.131
H -2.99622 1.32618 6.24852  0.088
H -3.12365 3.11211 6.28320  0.083
H -1.88597 2.28884 7.24919  0.089
C -1.92743 -6.99457 2.24587  -0.110
O -0.81825 -6.14893 2.53301  -0.210
C -0.87634 -5.60979 3.85722  -0.194
C 0.05292 -6.36980 4.80933  -0.195
O -0.39302 -7.71404 5.00954  -0.197
C 0.34633 -8.64987 4.23191  -0.111
H -1.69976 -7.56268 1.34002  0.090
H -2.12403 -7.70097 3.05724  0.084
H -2.81762 -6.38545 2.06454  0.087
H -1.90668 -5.60399 4.23219  0.125
H -0.53707 -4.57054 3.79267  0.121
H 0.03235 -5.87797 5.78773  0.123
H 1.08877 -6.35286 4.44727  0.125
H 1.33183 -8.80466 4.68564  0.088
H 0.46169 -8.32180 3.19678  0.082
H -0.19385 -9.59924 4.23659  0.089

Calculated values
M, Da: 751.315
Net charge: 0
E, Ha: -7368.26124
SMILES: CCP(CC)[C@@](C[C@H](C)F)(O[C@@H](COC/C(Br)=C(\C)Br)c1cccnc1)B(O)OC.COCCOC.COCCOC
Gap between HOMO and LUMO, eV: 7.3